# 1
C22H23CoN4PSSe2 | ωB97M-V/def2-TZVPD

Geometry (Å):
1 Co 1.0076 0.7761 0.0095
2 C 4.9126 -1.5132 3.7627
3 C 4.8016 0.0021 3.6969
4 N 3.4377 0.4560 3.4388
5 C 2.8849 0.4636 2.2277
6 S 1.2094 1.0050 2.1172
7 N 3.5863 0.0936 1.1835
8 N 2.8661 0.2244 0.0416
9 C 3.4008 -0.0877 -1.0892
10 C 4.7802 -0.6257 -1.2334
11 C 2.5339 0.1683 -2.2547
12 C 2.9438 -0.0194 -3.5618
13 C 2.0533 0.2556 -4.5914
14 C 0.7844 0.7028 -4.2792
15 C 0.4469 0.8773 -2.9454
16 N 1.2990 0.6283 -1.9570
17 H 5.9354 -1.8018 4.0042
18 H 4.6456 -1.9596 2.8054
19 H 4.2547 -1.9196 4.5311
20 H 5.4366 0.4013 2.9069
21 H 5.1150 0.4561 4.6361
22 H 2.8444 0.6892 4.2168
23 H 5.1311 -0.9998 -0.2769
24 H 5.4644 0.1593 -1.5649
25 H 4.8003 -1.4243 -1.9738
26 H 3.9409 -0.3756 -3.7727
27 H 2.3529 0.1180 -5.6213
28 H 0.0573 0.9242 -5.0467
29 H -0.5312 1.2370 -2.6554
30 Se -0.3930 -1.1400 0.0728
31 P -2.0174 0.3126 0.0692
32 Se -0.9172 2.1841 -0.0517
33 C -3.0399 0.1920 1.5441
34 C -2.9900 1.1515 2.5470
35 C -3.7782 0.9976 3.6790
36 C -4.6018 -0.1096 3.8070
37 C -4.6478 -1.0717 2.8037
38 C -3.8701 -0.9230 1.6704
39 C -3.1296 0.0920 -1.3328
40 C -2.9732 -0.9435 -2.2456
41 C -3.8545 -1.0556 -3.3132
42 C -4.8792 -0.1353 -3.4666
43 C -5.0348 0.9012 -2.5523
44 C -4.1643 1.0164 -1.4840
45 H -2.3400 2.0113 2.4450
46 H -3.7459 1.7451 4.4599
47 H -5.2142 -0.2263 4.6912
48 H -5.2934 -1.9333 2.9056
49 H -3.9135 -1.6679 0.8839
50 H -2.1673 -1.6568 -2.1259
51 H -3.7395 -1.8653 -4.0213
52 H -5.5639 -0.2241 -4.2996
53 H -5.8378 1.6157 -2.6722
54 H -4.2889 1.8214 -0.7683

Atoms 1-6, force components in eV/Å:
0.309 0.327 -0.112
0.004 -0.002 -0.002
0.014 0.003 0.006
0.039 -0.037 -0.005
-0.074 -0.079 -0.099
0.017 0.272 0.122

LUMO (alpha / beta): -4.285 / -4.508 eV
spin multiplicity: 1
total charge: +1

# 2
C22H23N3O4S | ωB97M-V/def2-TZVPD

Geometry (Å):
1 C -0.8827 -4.4562 0.0378
2 O 0.0544 -3.5797 -0.5497
3 C -0.3580 -2.3293 -0.8636
4 C 0.6578 -1.4505 -1.3090
5 C 0.3773 -0.1523 -1.6087
6 C -0.9335 0.3524 -1.4667
7 N -1.1568 1.6552 -1.7112
8 C -2.3599 2.1455 -1.5696
9 C -2.5448 3.6091 -1.7928
10 C -3.4555 1.3440 -1.1706
11 C -3.2531 0.0178 -0.9091
12 S -4.6341 -1.0103 -0.3777
13 C -4.5422 -0.7991 1.4561
14 C -3.0922 -0.7270 1.8550
15 O -2.3822 -1.6873 2.0673
16 N -2.6306 0.5453 1.9327
17 N -1.2625 0.8054 1.9163
18 C -0.8471 1.9982 1.4467
19 O -1.6139 2.9270 1.2765
20 C 0.6403 2.0750 1.1584
21 O 1.2280 0.8179 1.3829
22 C 2.4822 0.5739 0.8815
23 C 2.9399 -0.7355 1.0202
24 C 4.1844 -1.0891 0.5467
25 C 5.0071 -0.1550 -0.0772
26 C 6.3583 -0.5568 -0.5860
27 C 4.5430 1.1439 -0.2025
28 C 3.2944 1.5171 0.2713
29 C -1.9614 -0.5416 -1.0513
30 C -1.6553 -1.8827 -0.7727
31 H -0.3191 -5.3427 0.3234
32 H -1.6648 -4.7384 -0.6740
33 H -1.3391 -4.0065 0.9245
34 H 1.6598 -1.8408 -1.3922
35 H 1.1485 0.5213 -1.9482
36 H -2.5045 4.1111 -0.8259
37 H -3.5060 3.8174 -2.2559
38 H -1.7402 3.9923 -2.4129
39 H -4.4357 1.7844 -1.0690
40 H -5.0957 0.0972 1.7313
41 H -5.0175 -1.6884 1.8643
42 H -3.1576 1.3635 1.6403
43 H -0.6661 -0.0146 1.9305
44 H 1.0910 2.8515 1.7925
45 H 0.7296 2.3851 0.1080
46 H 2.2992 -1.4594 1.4983
47 H 4.5256 -2.1080 0.6577
48 H 6.8371 0.2655 -1.1113
49 H 6.2735 -1.4033 -1.2657
50 H 6.9996 -0.8587 0.2416
51 H 5.1636 1.8898 -0.6782
52 H 2.9755 2.5414 0.1595
53 H -2.4579 -2.5350 -0.4696

Atoms 1-6, force components in eV/Å:
-0.169 -0.139 0.133
0.282 0.136 -0.128
-0.383 0.299 -0.049
-0.024 0.008 -0.042
0.052 -0.249 0.018
-0.400 -0.682 0.196

LUMO: 0.129 eV
spin multiplicity: 1
SMILES: COc1ccc2nc(C)cc(SCC(=O)NNC(=O)COc3ccc(C)cc3)c2c1

# 3
C22H23N3OS | ωB97M-V/def2-TZVPD

Geometry (Å):
1 C -6.6688 -1.9179 0.2443
2 C -5.4250 -1.1117 0.0267
3 C -5.4201 0.2663 0.1916
4 C -4.2661 1.0037 0.0019
5 C -3.0759 0.3751 -0.3567
6 C -1.8467 1.1136 -0.5853
7 C -0.8911 0.9311 -1.5578
8 N 0.1019 1.8427 -1.4290
9 C -0.2287 2.5630 -0.3838
10 S 0.7828 3.8085 0.3009
11 C 2.3540 2.9581 -0.0483
12 C 2.2418 1.5416 0.5139
13 O 1.5108 1.3026 1.4518
14 N 2.9655 0.5875 -0.1301
15 C 4.1521 0.8647 -0.9147
16 C 5.3530 0.2293 -0.2153
17 C 5.1932 -1.2851 -0.2416
18 C 3.7790 -1.7030 0.0617
19 C 3.5049 -3.0495 0.2681
20 C 2.2203 -3.4940 0.5115
21 C 1.1782 -2.5820 0.5335
22 C 1.4285 -1.2406 0.3278
23 C 2.7269 -0.7863 0.1087
24 N -1.4022 2.1781 0.1690
25 C -1.9478 2.6951 1.3896
26 C -3.0818 -1.0094 -0.5341
27 C -4.2381 -1.7365 -0.3441
28 H -6.5669 -2.5326 1.1389
29 H -7.5351 -1.2729 0.3679
30 H -6.8449 -2.5848 -0.5981
31 H -6.3341 0.7740 0.4663
32 H -4.3005 2.0782 0.1048
33 H -0.8701 0.2123 -2.3522
34 H 2.4808 2.9622 -1.1288
35 H 3.1352 3.5344 0.4468
36 H 4.3012 1.9379 -1.0095
37 H 4.0284 0.4339 -1.9146
38 H 6.2784 0.5271 -0.7098
39 H 5.3851 0.5861 0.8164
40 H 5.8748 -1.7530 0.4720
41 H 5.4573 -1.6626 -1.2353
42 H 4.3232 -3.7552 0.2356
43 H 2.0321 -4.5443 0.6757
44 H 0.1659 -2.9155 0.7064
45 H 0.6135 -0.5365 0.3316
46 H -2.5619 1.9315 1.8648
47 H -1.1221 2.9629 2.0512
48 H -2.5509 3.5878 1.2054
49 H -2.1653 -1.5075 -0.8142
50 H -4.2249 -2.8086 -0.4818

Atoms 1-6, force components in eV/Å:
0.028 -0.031 0.033
0.010 0.027 -0.023
-0.043 -0.074 0.031
0.122 -0.058 -0.067
-0.281 -0.078 0.107
0.286 -0.187 -0.482

LUMO: 0.731 eV
spin multiplicity: 1
SMILES: Cc1ccc(-c2cnc(SCC(=O)N3CCCc4ccccc43)n2C)cc1

- Which formula does entry 2 have?
  C22H23N3O4S

- Which formula does entry 3 have?
  C22H23N3OS